[1]
DFT (ωB97M-V/def2-TZVPD) results for a molecular structure, C45H63Cl4GeN7O4SSi4Sn.

Element x y z (Å)
Sn (1.031143, 0.864681, 1.108235)
O (-1.015931, -3.081581, -2.715628)
C (-0.312620, -3.630389, -1.726719)
O (0.393044, -4.587496, -1.917299)
C (-0.389544, -2.974050, -0.398619)
C (-0.046431, -3.564553, 0.810370)
Cl (0.314796, -5.182044, 1.132698)
N (-0.121893, -2.622600, 1.770689)
N (-0.476830, -1.432327, 1.253369)
C (-0.672581, -1.648638, -0.042925)
C (-1.223864, -0.487460, -0.794039)
O (-1.972510, -0.790658, -1.798094)
O (-1.013009, 0.645968, -0.403388)
C (0.037759, -2.748513, 3.188995)
C (-0.888680, -2.116914, 4.004984)
C (-0.745521, -2.211311, 5.379358)
C (0.306770, -2.935152, 5.923891)
C (1.227634, -3.554137, 5.092066)
C (1.104859, -3.460039, 3.713174)
H (-1.550656, -2.326367, -2.398634)
H (-1.706665, -1.562957, 3.564993)
H (-1.463592, -1.723489, 6.024416)
H (0.408693, -3.014644, 6.997887)
H (2.055479, -4.109089, 5.512793)
H (1.843593, -3.904913, 3.061234)
N (-1.096445, 7.638998, 8.828401)
C (-0.891480, 6.881373, 7.990780)
C (-0.635727, 5.932890, 6.939672)
C (0.675108, 5.641576, 6.571620)
C (0.916053, 4.724126, 5.564257)
C (-0.144721, 4.103965, 4.909497)
C (-1.453055, 4.405924, 5.278186)
C (-1.701573, 5.311691, 6.294387)
C (0.115679, 3.126529, 3.817953)
C (0.779429, 1.942124, 4.165354)
C (1.175342, 1.545441, 5.458908)
C (1.808491, 0.320369, 5.342970)
C (1.782841, -0.003711, 3.987042)
N (1.156904, 0.942186, 3.266337)
C (-0.306950, 3.472374, 2.537167)
C (-0.914447, 4.689482, 2.137898)
C (-1.172496, 4.598888, 0.785939)
C (-0.712491, 3.335881, 0.388889)
N (-0.194875, 2.653687, 1.412368)
H (1.495860, 6.133958, 7.074303)
H (1.933087, 4.496242, 5.273100)
H (-2.277611, 3.920223, 4.772819)
H (-2.715855, 5.541796, 6.589558)
H (1.001207, 2.106110, 6.362355)
H (2.241356, -0.276853, 6.127605)
H (2.205202, -0.876266, 3.513082)
H (-1.117282, 5.525418, 2.786741)
H (-1.626925, 5.338473, 0.147767)
H (-0.750333, 2.895003, -0.594816)
Cl (1.014071, 0.283496, -3.130262)
Si (2.503411, 1.120954, -1.991228)
Cl (2.110022, 3.117194, -1.661893)
Cl (4.264879, 1.083562, -3.061453)
C (3.263495, -4.518719, -5.262494)
C (3.689710, -3.139907, -4.769210)
C (3.150794, -2.806986, -3.380183)
C (3.828221, -3.610242, -2.277180)
N (3.352308, -3.278343, -0.942868)
C (3.695840, -2.204220, -0.219606)
S (2.964266, -1.940577, 1.295191)
N (4.628600, -1.381929, -0.714249)
C (5.258472, -0.294458, 0.030813)
C (6.369678, -0.766091, 0.970455)
C (7.744330, -0.849520, 0.311023)
C (7.799717, -1.768312, -0.905045)
H (3.586086, -4.686326, -6.289743)
H (2.177154, -4.622403, -5.230268)
H (3.688875, -5.319491, -4.655709)
H (3.343181, -2.377173, -5.469900)
H (4.782650, -3.069080, -4.762750)
H (2.073984, -3.003327, -3.345969)
H (3.290590, -1.741364, -3.175596)
H (4.914868, -3.478178, -2.314742)
H (3.656384, -4.677574, -2.409011)
H (2.538405, -3.774875, -0.608093)
H (5.013708, -1.594874, -1.619848)
H (4.477592, 0.222202, 0.587390)
H (5.654035, 0.400271, -0.712286)
H (6.084038, -1.740735, 1.375232)
H (6.415047, -0.084097, 1.822203)
H (8.465466, -1.195647, 1.054316)
H (8.065584, 0.155530, 0.021126)
H (7.424263, -2.766324, -0.665868)
H (8.820730, -1.876346, -1.270212)
H (7.212609, -1.374417, -1.739815)
C (-4.359881, 2.539157, -4.654787)
Si (-2.740117, 2.345952, -3.723358)
C (-1.327374, 2.184316, -4.929055)
C (-2.493786, 3.826000, -2.599280)
Ge (-3.356918, 0.416507, -2.442631)
Si (-4.283554, -1.321894, -3.834538)
C (-6.017794, -0.937918, -4.438661)
C (-3.084118, -1.481919, -5.280552)
C (-4.332152, -2.940644, -2.866280)
Si (-4.601858, 0.674070, -0.415062)
C (-6.337925, 1.112920, -0.967300)
C (-4.572684, -0.978896, 0.465777)
C (-3.947283, 1.998175, 0.732189)
H (-4.372722, 3.523666, -5.131135)
H (-5.231755, 2.486103, -3.998178)
H (-4.476743, 1.788916, -5.437390)
H (-1.444354, 2.981378, -5.669319)
H (-1.319833, 1.233239, -5.462080)
H (-0.361235, 2.322312, -4.445228)
H (-2.020787, 4.643752, -3.148892)
H (-1.860907, 3.594400, -1.740426)
H (-3.453112, 4.187466, -2.223469)
H (-6.178189, 0.105534, -4.703603)
H (-6.744466, -1.204005, -3.667767)
H (-6.246266, -1.541234, -5.320411)
H (-3.331297, -0.779941, -6.080421)
H (-3.108329, -2.488489, -5.702469)
H (-2.053089, -1.284348, -4.972878)
H (-5.352209, -3.150181, -2.538428)
H (-3.692056, -2.949806, -1.981281)
H (-4.013201, -3.764054, -3.508304)
H (-6.785174, 0.341020, -1.596153)
H (-6.352510, 2.051958, -1.525284)
H (-6.979566, 1.245708, -0.092345)
H (-4.973292, -1.788823, -0.145976)
H (-5.187657, -0.900330, 1.366998)
H (-3.563890, -1.255868, 0.782798)
H (-3.983924, 2.989351, 0.274518)
H (-2.914865, 1.800638, 1.029468)
H (-4.563926, 2.024910, 1.634976)

Atomic forces in eV per Å
-0.1 0.0 -0.1
0.1 -0.2 0.0
0.1 -0.1 -0.3
0.0 0.1 0.1
-0.1 -0.1 0.1
0.0 0.1 0.0
0.0 0.0 0.0
-0.1 0.2 0.0
0.0 -0.1 0.0
0.0 0.2 0.1
0.1 -0.7 -0.1
0.1 0.0 -0.1
0.1 0.5 0.3
0.0 0.0 0.0
0.0 0.0 0.0
0.0 0.0 0.0
0.0 0.0 0.0
0.0 0.0 0.0
0.1 0.0 0.0
0.1 0.1 0.0
0.0 0.0 0.0
0.0 0.0 0.0
0.0 0.0 0.0
0.0 0.0 0.0
-0.1 0.0 0.0
0.0 0.0 0.0
0.0 0.0 0.0
0.0 0.0 0.0
0.0 0.0 0.0
0.0 0.0 0.0
0.0 0.0 0.0
0.0 0.0 0.0
0.0 0.0 0.0
0.1 -0.1 0.0
-0.2 0.1 -0.1
0.0 -0.1 0.0
0.0 0.1 0.1
0.0 0.0 0.0
0.1 -0.1 0.1
-0.1 0.1 -0.1
0.0 0.0 0.0
0.0 0.0 0.0
0.1 0.1 0.0
0.1 0.0 0.2
0.0 0.0 0.0
0.0 0.0 0.0
0.0 0.0 0.0
0.0 0.0 0.0
0.0 0.0 0.0
0.0 0.0 0.0
0.0 0.0 0.0
0.0 0.0 0.0
0.0 0.0 0.0
0.2 0.0 0.2
0.0 -0.1 0.0
0.3 0.1 0.1
-0.1 0.0 -0.1
-0.1 0.0 -0.1
0.0 0.0 0.0
0.0 0.0 0.0
0.0 0.0 0.0
0.1 -0.1 0.0
-0.2 0.1 0.0
0.0 0.0 0.0
0.1 0.0 -0.1
-0.1 0.0 -0.1
0.1 0.0 0.0
0.0 0.0 0.0
0.0 0.0 0.0
0.0 0.0 0.0
0.0 0.0 0.0
0.0 0.0 0.0
0.0 0.0 0.0
0.0 0.0 0.0
0.0 0.0 0.0
0.0 0.0 0.0
0.0 0.0 0.0
0.0 0.0 0.0
0.0 0.0 0.0
0.1 0.0 0.0
0.0 0.0 0.0
0.0 0.0 0.0
0.0 0.0 0.0
0.0 0.0 0.0
0.0 0.0 0.0
0.0 0.0 0.0
0.0 0.0 0.0
0.0 0.0 0.0
0.0 0.0 0.0
0.0 0.0 0.0
0.1 0.1 0.0
-0.1 0.0 0.1
0.0 0.0 0.0
0.1 0.0 0.0
-0.4 -0.1 -0.1
0.1 -0.1 -0.2
0.0 0.0 0.1
0.0 0.1 0.1
0.0 0.1 0.0
-0.1 0.1 0.0
0.0 0.0 0.1
0.0 0.0 0.0
0.0 0.0 0.0
0.0 0.0 0.0
0.0 0.0 0.0
0.0 0.0 0.0
0.0 0.0 0.0
0.0 0.0 0.0
0.0 0.0 0.0
0.0 0.0 0.0
-0.2 0.1 -0.3
0.0 0.0 0.0
0.0 0.1 0.0
0.0 0.0 0.0
0.0 0.0 0.0
0.0 0.0 0.0
0.0 0.0 0.0
0.0 -0.1 0.0
0.0 0.0 0.0
0.0 0.0 0.0
0.0 0.0 0.0
0.0 0.0 0.0
0.0 0.0 0.0
0.0 0.0 0.0
0.0 0.0 0.0
0.0 0.0 0.0
0.0 0.0 0.0
0.0 0.0 0.0
0.0 0.0 0.0
0.0 0.0 0.0

The energy above the lowest of the compared OMol25 structures with the same formula, charge and spin is 0.0 kcal/mol. The multiplicity is 2. The value obtained for the orbital gap (alpha / beta) is 6.68 / 6.10 eV. As for the net charge: +1. Its highest occupied orbital energy (alpha / beta) is -10.26 / -10.37 eV.

=====

[2]
DFT (ωB97M-V/def2-TZVPD) results for 2 unconnected molecules or ions with the total composition C8H12ClNO2 in a non-equilibrium geometry.

Element x y z (Å)
C (-2.688663, 0.491753, 0.023908)
C (-1.158064, 0.087094, -1.937984)
C (1.090729, 1.096823, 0.064352)
C (-2.040152, -0.288931, -1.023563)
C (0.528286, -0.075607, 0.322025)
C (1.980780, 1.328859, -1.090354)
C (-0.319154, 0.798280, 2.397990)
C (0.670708, -2.460271, 0.018903)
N (-3.206502, 1.105407, 0.863507)
O (-0.287456, -0.283232, 1.438690)
O (0.562809, -1.168240, -0.530418)
Cl (-2.402660, -1.997242, -0.745360)
H (-0.901256, 1.157290, -2.074404)
H (-0.639923, -0.591639, -2.616934)
H (0.907835, 1.986306, 0.661240)
H (3.039533, 1.128926, -0.831076)
H (1.885130, 2.285456, -1.726248)
H (1.824124, 0.485001, -1.713765)
H (0.648277, 1.164016, 2.615816)
H (-0.700254, 0.513741, 3.387482)
H (-1.001183, 1.584941, 2.075352)
H (0.050130, -2.632896, 0.843998)
H (1.659681, -2.595819, 0.290362)
H (0.497235, -3.120027, -0.713520)

Atomic forces in eV per Å
1.5 -1.2 -2.3
5.7 3.4 -6.8
0.2 1.3 -0.2
-7.4 -2.5 8.3
-1.2 -0.6 1.3
1.2 0.2 -1.1
-1.1 -0.4 0.1
0.5 2.2 1.4
-0.1 0.1 0.0
0.8 0.0 -0.1
-0.1 1.7 0.8
0.3 1.2 -0.6
-0.4 -0.9 0.2
-0.5 0.2 0.5
-0.2 -0.6 0.3
-0.2 0.9 0.1
0.0 -1.4 1.4
-0.3 -0.6 -1.3
1.2 0.5 -0.2
-0.2 -0.9 -0.6
0.3 0.1 -0.3
-1.1 -0.1 1.2
2.2 -0.4 0.9
-1.0 -2.3 -2.9

The energy above the lowest of the compared OMol25 structures with the same formula, charge and spin is 46.9 kcal/mol. The multiplicity is 3. The value obtained for the orbital gap (alpha / beta) is 6.99 / 5.65 eV. As for the net charge: 0. Its highest occupied orbital energy (alpha / beta) is -6.25 / -8.61 eV.

=====

[3]
DFT (ωB97M-V/def2-TZVPD) results for C2H5OPS in the gas phase in a non-equilibrium geometry.

Element x y z (Å)
C (-1.397686, 0.317392, -0.066715)
C (0.662188, -1.619955, -0.464097)
O (-0.100343, 2.095285, -0.811438)
P (-0.379172, 1.505761, 0.460035)
S (-1.099201, -1.040219, -0.817982)
H (0.666318, -1.905526, 0.530974)
H (1.205441, -0.674930, -0.579575)
H (0.981997, -2.516653, -0.960683)
H (-1.270357, 2.200232, 1.337237)
H (0.730816, 1.638613, 1.372244)

Atomic forces in eV per Å
-1.4 -3.0 -0.7
-1.1 1.6 -0.8
1.4 2.0 -3.8
-0.2 2.7 5.1
0.4 -1.3 -0.1
-0.1 -0.2 2.2
0.5 -0.7 -0.3
0.1 0.1 -1.1
0.3 -0.1 -0.1
0.0 -1.1 -0.4

The energy above the lowest of the compared OMol25 structures with the same formula, charge and spin is 78.9 kcal/mol. The multiplicity is 1. The value obtained for the orbital gap is 8.29 eV. As for the net charge: 0. Its highest occupied orbital energy is -9.15 eV.